Formula: C6H13N2O2S
Source: the OMol25 dataset
Level of theory: the ωB97M-V functional and the def2-TZVPD basis

Summary:
Charge ... -1
ΔE to the lowest compared entry with this formula, charge and spin ... 40.6 kcal per mole
Electronic energy ... -894.5388 Ha
Frontier orbital gap ... 6.92 eV
HOMO ... -3.41 eV

Each atom is followed by the atoms it is bonded to, with distances in Å.
Atoms and positions in Å:
1 C 1.15 -1.87 0.67  C2 1.577, C3 1.559, H12 1.058, H13 1.074
2 C 1.85 -0.57 0.12  C1 1.577, C4 1.520, H14 1.128, H15 1.114
3 C -0.33 -1.43 0.89  C1 1.559, C5 1.523, H16 1.160, H17 1.117
4 C 1.28 -0.15 -1.22  C2 1.520, C6 1.584, H18 1.041, H19 1.202
5 C -0.98 -0.96 -0.40  C3 1.523, C6 1.522, O9 1.410, H20 1.099
6 C -0.23 0.24 -0.96  C4 1.584, C5 1.522, N8 1.432, H22 1.100
7 N -1.55 3.58 0.98  S11 1.581, H23 1.001
8 N -0.26 1.30 0.00  C6 1.432, S11 1.831, H24 1.001
9 O -2.32 -0.64 -0.10  C5 1.410, H21 1.035
10 O -2.20 2.44 -1.23  S11 1.498
11 S -1.82 2.23 0.21  N7 1.581, N8 1.831, O10 1.498
12 H 1.36 -2.69 0.03  C1 1.058
13 H 1.79 -2.19 1.47  C1 1.074
14 H 1.73 0.19 0.95  C2 1.128
15 H 2.94 -0.83 0.09  C2 1.114
16 H -0.79 -2.32 1.48  C3 1.160
17 H -0.15 -0.64 1.66  C3 1.117
18 H 1.66 0.79 -1.46  C4 1.041
19 H 1.36 -1.02 -2.04  C4 1.202
20 H -0.98 -1.94 -0.90  C5 1.099
21 H -2.30 0.40 -0.03  O9 1.035
22 H -0.65 0.73 -1.85  C6 1.100
23 H -0.90 3.30 1.70  N7 1.001
24 H 0.37 2.07 -0.06  N8 1.001